Record 1
This record from the Open Molecules 2025 dataset describes one molecule with the formula C24H29N5O3 at a distorted geometry. The level of theory is ωB97M-V with the def2-TZVPD basis set.

```
61
Properties=species:S:1:pos:R:3:forces:R:3
C -3.992026 -4.625083 2.076067 0.065 0.015 -0.243
C -3.499802 -3.861083 0.853593 -0.029 0.142 0.226
C -3.321591 -2.375651 1.153475 0.082 -0.116 -0.314
C -2.739575 -1.629377 -0.045953 -0.202 -0.056 0.480
C -2.515462 -0.164844 0.273977 -0.038 -0.192 -0.373
O -2.918257 0.309726 1.337088 -0.132 -0.030 0.281
N -1.890885 0.594537 -0.649693 -0.026 0.236 -0.047
C -1.156976 0.020653 -1.761155 0.168 -0.339 -0.159
C 0.276734 -0.297914 -1.390243 0.054 0.099 -0.121
C 1.270907 -0.216857 -2.354850 -0.126 -0.007 0.049
C 2.592233 -0.457256 -2.027220 0.073 -0.113 0.111
C 2.945332 -0.775741 -0.723092 -0.300 -0.341 -0.194
C 4.363359 -0.920500 -0.336482 0.242 0.125 0.127
C 5.076386 -2.064593 -0.665343 0.022 -0.005 -0.014
C 6.400366 -2.206235 -0.286851 0.044 -0.036 -0.017
C 7.030503 -1.196642 0.423188 0.033 -0.038 -0.006
C 6.337564 -0.047437 0.750393 -0.101 0.035 -0.017
C 5.004307 0.101849 0.376113 0.219 -0.528 -0.183
C 4.305887 1.321185 0.734938 -0.838 0.844 0.082
N 4.828359 2.289633 1.524901 0.562 -0.461 0.018
N 3.929547 3.196462 1.646406 -0.505 1.064 0.393
N 2.888328 2.808293 0.950365 0.564 -0.447 -0.092
N 3.071250 1.649395 0.362376 0.054 -0.030 -0.150
C 1.944944 -0.905844 0.232250 -0.021 -0.222 -0.181
C 0.626633 -0.663632 -0.096700 0.008 -0.044 -0.019
C -1.753525 2.046995 -0.483872 -0.286 0.235 0.347
C -0.798321 2.455423 0.651319 -0.085 -0.177 -0.481
O 0.151339 3.166649 0.425004 0.171 0.196 -0.011
O -1.083611 2.032823 1.858503 -0.175 -0.169 0.502
C -3.122186 2.748231 -0.324663 -0.025 0.110 -0.156
C -2.916392 4.253683 -0.177895 -0.002 -0.234 0.073
C -4.003724 2.446276 -1.534587 0.110 -0.071 0.281
H -4.119413 -5.679466 1.842561 -0.042 -0.107 0.068
H -4.946512 -4.229462 2.414865 -0.116 0.010 0.085
H -3.277638 -4.537608 2.891493 0.043 -0.017 0.124
H -4.213417 -3.984701 0.035409 0.041 -0.027 -0.094
H -2.545405 -4.281644 0.526418 0.002 -0.018 -0.094
H -2.650252 -2.253396 2.005484 -0.044 0.037 0.062
H -4.279686 -1.933162 1.429328 0.027 0.021 0.083
H -1.797359 -2.100538 -0.330172 0.004 0.038 -0.133
H -3.427137 -1.699213 -0.894456 0.097 -0.004 -0.092
H -1.666045 -0.879286 -2.115204 -0.001 0.125 0.018
H -1.165256 0.734235 -2.589154 -0.065 -0.097 0.081
H 1.010801 0.055613 -3.368026 -0.023 0.059 -0.120
H 3.360989 -0.364523 -2.779980 0.093 0.040 -0.063
H 4.580760 -2.851759 -1.215835 -0.048 -0.052 -0.035
H 6.939386 -3.106053 -0.544498 0.043 -0.067 -0.022
H 8.062876 -1.306697 0.719687 0.081 0.001 0.025
H 6.809637 0.753495 1.298030 0.068 0.049 0.048
H 1.993672 3.289904 0.884140 -0.035 0.043 0.108
H 2.207163 -1.169547 1.245972 0.046 0.025 0.120
H -0.123250 -0.734892 0.677589 -0.042 0.013 0.101
H -1.289789 2.425860 -1.399668 -0.028 -0.077 0.176
H -1.888997 1.429770 1.855459 0.296 0.216 -0.245
H -3.618961 2.369973 0.572753 0.103 0.052 -0.111
H -3.878781 4.752833 -0.096633 -0.066 0.067 0.009
H -2.391270 4.654172 -1.042505 0.071 0.100 -0.108
H -2.334869 4.486874 0.710449 0.044 0.124 0.082
H -4.162297 1.375994 -1.645704 -0.068 -0.089 -0.082
H -3.547052 2.828386 -2.445703 0.045 0.050 -0.152
H -4.973523 2.921704 -1.413431 -0.107 0.040 -0.033
```
Positions in Å, forces in eV/Å.

2S+1   1
Kohn-Sham gap   9.23 eV
ΔE to the lowest compared entry with this formula, charge and spin   1.456 eV
Structure (SMILES)   CCCCC(=O)N(Cc1ccc(-c2ccccc2-c2nn[nH]n2)cc1)[C@H](C(=O)O)C(C)C
HOMO   -0.320 hartree
Lowest unoccupied orbital energy   0.511 eV

=====

Record 2
This record from the Open Molecules 2025 dataset describes one molecule with the formula C3H5N3O at a distorted geometry. The level of theory is ωB97M-V with the def2-TZVPD basis set.

```
12
Properties=species:S:1:pos:R:3:forces:R:3
H 2.694931 -0.817722 -0.300453 -0.017 -0.842 0.101
N 2.072230 -0.105495 0.033802 0.485 -0.831 -0.800
C 0.806454 -0.193561 -0.138442 0.211 -0.266 -0.186
C 0.193524 1.127711 0.056753 0.560 -0.066 -0.224
N -1.220349 0.738799 0.332679 0.505 0.010 0.645
C -1.446159 -0.605775 0.094716 0.614 0.445 0.149
O -2.461689 -1.247665 0.191706 0.302 0.338 -0.081
N -0.171165 -1.144679 -0.273032 0.198 -0.064 -0.150
H 1.349560 1.305095 0.579582 -3.298 1.513 0.541
H 0.214717 1.736089 -0.856944 0.120 -0.240 0.085
H -2.014143 1.346943 0.485381 0.379 -0.099 -0.020
H -0.017912 -2.139745 -0.205752 -0.059 0.101 -0.060
```
Positions in Å, forces in eV/Å.

2S+1   1
Kohn-Sham gap   10.28 eV
ΔE to the lowest compared entry with this formula, charge and spin   2.172 eV
Structure (SMILES)   [H]/N=C1/CNC(=O)N1
HOMO   -0.348 hartree
Lowest unoccupied orbital energy   0.810 eV

=====

Record 3
This record from the Open Molecules 2025 dataset describes C10H19NO6P2PtTe as an isolated structure. The level of theory is ωB97M-V with the def2-TZVPD basis set.

```
40
Properties=species:S:1:pos:R:3:forces:R:3
Pt -0.509652 0.035740 1.460328 0.115 0.078 -0.007
N 0.409323 0.333027 -3.510722 -0.018 0.004 -0.001
C -0.281429 0.693631 -2.200490 0.100 -0.042 -0.011
C -1.397810 1.697931 -2.460852 -0.017 0.002 -0.001
P -0.892429 -0.960457 -1.556199 -0.083 -0.021 -0.081
O -2.431730 -0.754446 -1.245097 -0.035 0.011 -0.004
O -0.580291 -1.930420 -2.624224 -0.029 0.024 -0.013
O -0.234817 -1.182679 -0.181442 0.018 -0.044 0.123
P 1.046614 1.325180 -1.099732 -0.118 0.073 0.026
O 1.263226 2.764966 -1.727669 0.035 -0.044 0.040
O 2.236230 0.439092 -1.294709 0.009 -0.023 -0.020
O 0.454912 1.493344 0.298214 0.071 0.011 -0.005
H 0.254218 1.038115 -4.231860 -0.003 0.009 0.003
H 0.053605 -0.599425 -3.799949 -0.025 0.002 0.013
H 1.417638 0.228222 -3.349807 0.021 0.018 0.012
H -2.157381 1.282339 -3.124126 0.001 -0.004 -0.002
H -0.999702 2.615135 -2.894805 0.002 0.000 -0.002
H -1.885388 1.954298 -1.522111 -0.003 0.004 -0.002
H -3.032003 -1.163578 -1.884063 -0.005 -0.013 -0.003
H 2.093553 3.209957 -1.507734 -0.010 0.012 -0.004
C 5.056690 -1.407165 -0.569021 0.017 0.092 0.033
Te 3.124575 -1.651660 0.228414 -0.064 -0.115 -0.074
C 2.426112 -2.772286 -1.410781 0.027 -0.048 0.047
H 5.437644 -2.392573 -0.828510 0.001 -0.001 0.001
H 5.690220 -0.934949 0.175865 0.008 0.005 -0.008
H 4.968615 -0.781283 -1.454572 -0.003 0.009 0.003
H 2.690405 -2.223244 -2.310757 -0.012 0.014 -0.006
H 1.351093 -2.896623 -1.328541 0.038 -0.006 -0.017
H 2.932432 -3.735948 -1.397543 0.001 0.000 0.011
C -3.304904 0.782165 5.178960 -0.001 0.001 -0.002
C -3.366420 -0.468241 4.526108 0.008 0.029 0.011
C -2.520766 -0.727080 3.487289 0.027 0.041 -0.003
C -1.606465 0.282942 3.045595 -0.041 -0.008 -0.043
C -1.536223 1.534843 3.743107 -0.023 -0.060 -0.010
C -2.388891 1.779221 4.779765 -0.016 -0.013 0.011
H -3.967264 0.976229 6.013200 0.003 -0.001 -0.002
H -4.075937 -1.213366 4.858367 -0.006 0.007 0.008
H -2.550509 -1.685552 2.985226 0.009 0.004 -0.014
H -0.823178 2.288507 3.433457 0.008 -0.002 -0.015
H -2.363917 2.726090 5.301422 -0.008 -0.006 0.007
```
Positions in Å, forces in eV/Å.

2S+1   5
Kohn-Sham gap (alpha / beta)   9.24 / 6.76 eV
Total charge   +2
HOMO (alpha / beta)   -0.548 / -0.597 hartree
⟨S²⟩   6.03
Lowest unoccupied orbital energy (alpha / beta)   -5.665 / -9.490 eV

=====

Record 4
This record from the Open Molecules 2025 dataset describes C4H10F12K4O17S4 as an isolated structure at a distorted geometry. The level of theory is ωB97M-V with the def2-TZVPD basis set.

```
51
Properties=species:S:1:pos:R:3:forces:R:3
K -0.073458 1.319462 -4.744394 -0.080 0.031 0.303
K 2.654574 3.606356 -1.668702 -0.175 0.378 0.618
K -1.940022 -2.740440 -2.746548 0.370 -0.552 0.693
K -3.907103 2.952446 0.055528 0.434 0.157 0.059
C -1.443480 -4.788426 0.736505 -1.732 -0.772 0.125
F -0.658726 -4.614864 1.787528 0.178 0.193 -0.334
F -1.818005 -3.573365 0.246989 0.388 0.840 -0.071
F -0.769470 -5.375322 -0.262265 0.398 -0.147 0.169
S -3.035048 -5.716953 1.122398 -0.520 -1.770 1.060
O -3.635125 -5.010091 2.242704 0.820 0.100 -0.557
O -3.807202 -5.627744 -0.101873 0.423 0.617 -0.585
O -2.546267 -7.063359 1.405062 0.004 1.189 -0.131
C -0.360702 -0.226459 0.278672 -0.486 0.701 -0.467
F -1.504587 -0.875091 0.524840 -0.222 0.316 -0.154
F -0.086983 0.564649 1.306767 -0.072 0.138 -0.061
F 0.583917 -1.120280 0.154821 0.453 -0.070 -0.326
S -0.585514 0.834323 -1.313914 2.214 -0.334 1.515
O 0.657328 1.592496 -1.467087 -0.927 -0.661 -0.448
O -0.838262 -0.180335 -2.324715 -0.047 -0.142 -0.822
O -1.722950 1.694803 -1.084667 -1.141 0.208 0.409
C 3.510662 -0.111202 -0.840842 2.974 -2.762 1.041
F 2.929937 0.498608 0.183003 -0.970 0.658 -0.527
F 2.681163 -0.483007 -1.825120 -0.545 0.907 0.164
F 4.467138 0.696260 -1.340266 -0.772 1.014 -0.507
S 4.466617 -1.630944 -0.209686 1.670 -3.767 0.826
O 5.259370 -1.242873 0.950783 -0.873 1.222 -1.073
O 3.470140 -2.641242 0.133035 -1.266 1.252 -0.148
O 5.260218 -2.128127 -1.335519 -0.595 1.755 -0.046
C -0.905052 5.274799 -0.808763 2.058 0.880 0.827
F -0.604387 4.199366 -0.056316 -0.319 -0.441 0.193
F -0.698890 4.880682 -2.081752 -0.863 0.159 -0.028
F -2.185862 5.580326 -0.563987 -0.259 -0.365 -0.578
S 0.309281 6.678604 -0.323763 1.528 1.736 -1.094
O 1.500925 6.378140 -1.152494 -0.805 -1.351 0.480
O -0.299186 7.908398 -0.756958 -0.895 -0.466 -0.241
O 0.508127 6.575922 1.089192 -0.354 -0.965 0.190
O -2.171169 -1.386075 3.716045 0.061 0.292 0.123
H -1.547015 -1.934048 4.201487 -0.128 -0.123 0.023
H -1.820291 -1.351133 2.825487 0.004 -0.193 -0.164
O -2.564755 2.627037 -3.540059 0.153 -0.322 -0.381
H -2.177579 2.209481 -2.753650 -0.196 0.223 0.326
H -3.384973 2.143635 -3.689877 0.010 0.074 -0.133
O 0.843642 3.151365 2.717333 0.030 -0.062 -0.001
H 1.216671 2.441446 3.252808 0.020 0.045 -0.008
H 0.272779 2.704278 2.087924 0.019 0.013 -0.001
O 1.786679 -2.144221 3.414507 -0.141 0.130 0.194
H 1.141213 -2.242458 4.121680 0.067 -0.057 0.027
H 1.272223 -1.876925 2.649208 0.135 -0.111 -0.178
O 0.663903 -3.484737 -1.785416 -0.645 0.338 -0.319
H 0.807558 -4.231068 -1.190250 0.084 -0.012 -0.055
H 0.828013 -2.712115 -1.235411 0.533 -0.120 0.073
```
Positions in Å, forces in eV/Å.

2S+1   1
Kohn-Sham gap   5.04 eV
HOMO   -0.294 hartree
Lowest unoccupied orbital energy   -2.963 eV

=====

Record 5
This record from the Open Molecules 2025 dataset describes one molecule with the formula C7H10Cl2 at a distorted geometry. The level of theory is ωB97M-V with the def2-TZVPD basis set.

```
19
Properties=species:S:1:pos:R:3:forces:R:3
C -1.300891 -0.444804 0.724745 -0.009 1.115 1.638
C -1.216420 -0.953168 1.966259 1.966 -1.338 0.427
C -0.133377 -0.451427 -0.283953 -3.616 -0.852 1.247
C -2.680665 0.256143 0.542954 1.231 -1.639 -2.307
C 0.163586 -1.775599 -0.815539 3.044 -0.251 1.607
C 0.655282 1.718723 0.130348 1.148 -0.236 1.554
C 0.091745 0.791136 -0.947193 1.901 2.850 -1.100
Cl -2.764256 1.711308 -0.345275 -0.328 1.162 0.613
Cl -3.751980 -0.871564 -0.310528 -0.307 -0.271 0.570
H -1.976278 -0.985678 2.748977 -0.193 0.423 -0.635
H -0.279139 -1.491862 2.321440 -1.068 0.710 -0.763
H 1.245631 -1.879480 -1.125966 -1.146 0.158 -0.015
H -0.481585 -2.041950 -1.574344 -1.353 -0.611 -2.092
H 0.005671 -2.481246 -0.012655 0.029 -0.453 0.133
H -0.052550 2.128326 0.869000 -0.073 -0.642 -0.283
H 1.216662 2.577641 -0.172589 0.227 0.558 -0.910
H 1.402748 1.088239 0.654653 -0.349 0.589 0.267
H 0.841895 0.821345 -1.783633 -0.669 -0.696 0.653
H -0.763167 1.350644 -1.297506 -0.434 -0.574 -0.605
```
Positions in Å, forces in eV/Å.

2S+1   1
Kohn-Sham gap (alpha / beta)   6.67 / 8.93 eV
ΔE to the lowest compared entry with this formula, charge and spin   2.919 eV
HOMO (alpha / beta)   -0.279 / -0.322 hartree
Lowest unoccupied orbital energy (alpha / beta)   -0.916 / 0.171 eV

=====

Record 6
This record from the Open Molecules 2025 dataset describes one molecule with the formula C4H7N3. The level of theory is ωB97M-V with the def2-TZVPD basis set.

```
14
Properties=species:S:1:pos:R:3:forces:R:3
N -2.718549 -0.075180 -0.437201 -0.084 -0.068 -0.067
C -1.693028 -0.129974 0.432846 -0.239 0.401 -0.404
C 0.673623 -0.917566 0.830134 0.866 0.384 0.211
C 1.452808 -0.241927 0.040803 -0.168 -0.258 0.327
N 2.619012 -0.215262 -0.662259 0.098 -0.014 -0.298
C 0.494935 0.591362 0.804428 -0.063 -0.410 0.511
N -0.837509 0.915562 0.343895 -0.207 -0.339 -0.318
H -2.629380 0.396572 -1.330825 -0.130 0.318 0.102
H -3.287870 -0.904971 -0.477603 -0.031 0.175 0.053
H 0.344285 -1.854643 1.250280 0.219 0.362 0.186
H 2.759121 0.489794 -1.365682 -0.111 -0.026 -0.004
H 2.996887 -1.124128 -0.880537 0.017 0.117 -0.156
H 0.890151 1.296679 1.550843 -0.237 -0.387 0.086
H -1.052798 1.810972 -0.089748 0.069 -0.255 -0.229
```
Positions in Å, forces in eV/Å.

2S+1   1
Kohn-Sham gap   8.40 eV
ΔE to the lowest compared entry with this formula, charge and spin   4.009 eV
HOMO   -0.272 hartree
Lowest unoccupied orbital energy   0.996 eV

=====

Record 7
This record from the Open Molecules 2025 dataset describes a 2-piece molecular cluster, C7H10 overall. The level of theory is ωB97M-V with the def2-TZVPD basis set.

```
17
Properties=species:S:1:pos:R:3:forces:R:3
C -0.629604 1.222608 -0.821130 0.301 -0.090 0.017
C 0.594018 0.645822 -0.783816 -0.410 0.187 -0.077
C 1.696349 0.135062 0.129028 0.332 0.187 0.048
C 0.969824 -0.560367 1.251916 -0.097 0.000 0.163
C 1.077075 -1.266775 -0.063778 0.066 -0.355 0.018
C 0.133965 -0.710384 -1.159017 0.052 -0.085 -0.145
C -1.316490 -0.128344 -1.052860 -0.198 -0.047 -0.070
H -1.023982 2.208764 -0.603338 0.064 -0.113 0.142
H 2.736936 0.433710 0.214427 -0.201 -0.067 -0.067
H 1.606598 -0.971355 2.032552 -0.085 0.093 -0.127
H 0.018485 -0.171993 1.611376 0.153 -0.031 -0.118
H 1.599708 -2.216091 -0.145917 -0.077 0.175 0.065
H 0.411484 -1.063634 -2.155393 0.002 0.019 0.145
H -1.811645 -0.481865 -0.137921 0.027 0.146 -0.143
H -1.995099 -0.269476 -1.901784 0.109 -0.019 0.081
H -2.242263 1.297275 1.723918 0.010 0.064 0.049
H -1.825365 1.897049 1.861731 -0.049 -0.063 0.020
```
Positions in Å, forces in eV/Å.

2S+1   1
Kohn-Sham gap   9.70 eV
ΔE to the lowest compared entry with this formula, charge and spin   5.467 eV
Structure (SMILES)   C1=C2[C@H]3C[C@H]3[C@H]2C1.[H][H]
HOMO   -0.315 hartree
Lowest unoccupied orbital energy   1.130 eV